[1]
A structure of composition C10H24ClINP2SY, computed with ωB97M-V with the def2-TZVPD basis set.

Structure (XYZ):
```
41
Properties=species:S:1:pos:R:3:lowdin_charge:R:1
I -1.97 -0.11 2.22 0.570
Y -0.39 -0.59 -0.29 0.499
Cl -0.73 -2.52 -1.81 -0.091
S 1.86 3.89 1.96 1.095
P 1.53 -1.75 1.57 0.847
P -1.73 1.50 -1.69 0.733
N 0.32 1.88 1.43 -0.112
C -1.34 1.59 -3.48 -0.252
C 1.68 0.47 -0.99 -0.178
C 2.93 -2.66 0.81 -0.215
C -1.99 3.26 -1.28 -0.247
C -3.47 0.87 -1.74 -0.263
C 1.39 2.53 1.02 -0.502
C 0.58 -3.15 2.32 -0.239
C 2.34 -1.05 3.06 -0.211
C -0.19 2.47 2.57 -0.341
C 0.49 3.57 3.01 -0.317
H 1.70 -0.30 -1.80 0.022
H 3.74 -1.98 0.55 0.065
H -1.10 0.59 -3.89 0.050
H -2.20 2.00 -4.03 0.066
H 2.67 0.40 -0.52 0.023
H 2.97 -0.20 2.76 0.061
H -0.05 -3.60 1.53 0.055
H -2.45 3.35 -0.29 0.052
H -1.07 2.01 3.02 -0.039
H -4.02 1.33 -2.58 0.068
H 3.28 -3.42 1.52 0.081
H 2.93 -1.83 3.55 0.087
H 1.93 2.21 0.15 0.015
H -0.10 -2.76 3.09 0.038
H 1.60 1.41 -1.55 0.030
H -0.45 2.20 -3.66 0.054
H 1.29 -3.88 2.73 0.082
H -2.64 3.74 -2.04 0.074
H -1.01 3.76 -1.24 0.047
H -3.97 1.08 -0.78 0.046
H 2.62 -3.14 -0.13 0.065
H 0.25 4.17 3.87 0.086
H 1.57 -0.67 3.75 0.060
H -3.45 -0.23 -1.86 0.041
```

Net charge: +2
Relative energy (zero: lowest compared OMol25 entry of this formula, charge and spin), kcal per mole: 11.04
HOMO-LUMO gap (alpha / beta), hartree: 0.14548 / 0.14521
HOMO energy (alpha / beta), Eh: -0.5504 / -0.5773
2S+1: 1

***

[2]
A structure of composition C10H24GaIO3P2, computed with ωB97M-V with the def2-TZVPD basis set.

Structure (XYZ):
```
41
Properties=species:S:1:pos:R:3:lowdin_charge:R:1
I -2.67 -1.25 0.72 1.166
Ga 1.56 0.83 -0.95 0.554
P 1.07 1.59 -2.96 0.734
P -1.71 -1.91 2.94 0.605
O 4.00 -0.53 0.50 0.126
O 1.08 2.43 0.26 -0.109
O 2.97 1.68 1.26 -0.047
C 3.01 0.01 0.13 -0.133
C -0.43 -0.72 3.37 -0.219
C 2.04 2.59 1.12 -0.549
C -0.94 -0.43 -0.18 -0.627
C -2.92 -1.96 4.28 -0.203
C 0.94 0.44 -4.38 -0.193
C -0.99 -3.56 2.71 -0.204
C 2.41 2.74 -3.35 -0.233
C 1.96 3.80 1.96 0.028
C -0.43 2.60 -2.94 -0.209
H -2.53 -2.67 5.02 0.074
H -1.60 -4.13 2.01 0.062
H 0.36 -0.71 2.60 0.043
H -0.32 -0.36 0.80 -0.027
H -3.88 -2.30 3.90 0.067
H 2.38 3.04 -4.39 0.067
H -0.36 3.42 -2.22 0.072
H 1.71 -0.32 -4.32 0.064
H 1.53 4.62 1.37 0.100
H -3.01 -0.97 4.73 0.074
H 0.02 -3.44 2.31 0.066
H 2.35 3.63 -2.72 0.069
H 2.95 4.08 2.32 0.105
H 1.31 3.62 2.84 0.109
H -1.26 1.95 -2.65 0.047
H -0.64 -1.26 -0.88 0.008
H 1.06 0.99 -5.31 0.072
H -0.04 -0.04 -4.36 0.059
H -1.40 0.51 -0.61 0.001
H -0.96 -4.07 3.68 0.073
H 0.00 -1.03 4.32 0.089
H -0.87 0.29 3.46 0.084
H -0.64 3.02 -3.92 0.076
H 3.35 2.22 -3.15 0.060
```

Net charge: +2
HOMO-LUMO gap (alpha / beta), hartree: 0.15622 / 0.16773
HOMO energy (alpha / beta), Eh: -0.4287 / -0.4365
2S+1: 1

***

[3]
A structure of composition C10H24IO2P2Yb, computed with ωB97M-V with the def2-TZVPD basis set.

Structure (XYZ):
```
40
Properties=species:S:1:pos:R:3:mulliken_spin:R:1
Yb 0.00 -0.18 0.64 0.305
I 0.00 -0.11 3.62 -0.187
P 2.56 0.12 0.34 -0.015
P -2.55 0.27 0.35 -0.012
O 0.10 3.51 1.14 -0.001
O 0.05 2.08 -1.98 0.169
C 0.02 0.90 -1.99 0.103
C 3.30 1.65 0.94 0.006
C -3.20 1.84 0.94 0.006
C -3.18 -0.98 1.54 -0.007
C -0.07 -2.42 -0.27 0.576
C 0.07 2.40 0.89 -0.004
C 3.34 -0.30 -1.22 -0.007
C -3.35 -0.11 -1.21 -0.007
C -0.01 -0.25 -2.89 0.066
C 3.12 -1.16 1.53 -0.007
H 2.46 -2.04 1.45 0.001
H -4.43 -0.10 -1.06 0.000
H 2.97 -1.26 -1.59 0.001
H 3.09 0.45 -1.98 0.000
H -3.07 0.62 -1.97 0.000
H -0.99 -2.60 -0.84 0.006
H -2.79 2.06 1.93 -0.001
H -4.22 -1.24 1.32 -0.003
H 4.39 1.54 1.00 0.000
H -3.03 -1.09 -1.58 0.001
H 0.84 -2.65 -0.83 0.006
H -2.57 -1.90 1.46 0.001
H 3.04 2.47 0.27 0.000
H -0.09 -2.82 0.75 0.007
H -2.89 2.64 0.27 0.000
H 3.03 -0.82 2.57 0.001
H -0.91 -0.82 -2.66 -0.005
H 4.42 -0.35 -1.07 0.000
H 4.15 -1.48 1.31 -0.003
H 0.86 -0.87 -2.65 -0.005
H 2.90 1.90 1.93 -0.001
H -3.06 -0.64 2.58 0.001
H 0.00 -0.06 -3.98 0.008
H -4.29 1.79 1.00 0.000
```

Net charge: +2
Relative energy (zero: lowest compared OMol25 entry of this formula, charge and spin), kcal per mole: 49.86
HOMO-LUMO gap (alpha / beta), hartree: 0.13277 / 0.20102
HOMO energy (alpha / beta), Eh: -0.5405 / -0.5608
2S+1: 2

***

[4]
A structure of composition C10H24MnO6, computed with ωB97M-V with the def2-TZVPD basis set.

Structure (XYZ):
```
41
Properties=species:S:1:pos:R:3:mulliken_spin:R:1
Mn -0.20 -0.38 -0.61 4.609
O -2.45 0.67 0.63 0.025
O -1.13 -2.83 -2.14 0.187
O 2.63 -0.74 -0.38 0.034
O -1.19 -0.16 -3.49 0.102
O 1.38 -0.60 1.95 0.006
O -0.19 2.32 0.44 0.016
C -1.33 2.75 1.17 0.002
C -1.60 -1.38 -4.24 0.018
C -2.67 2.06 0.75 0.000
C 3.50 -0.76 0.72 -0.001
C 0.94 3.17 0.70 0.000
C 3.33 -0.88 -1.64 0.004
C 0.71 -0.91 3.14 0.000
C 2.71 -1.16 1.94 0.000
C -1.88 -2.75 -3.36 0.001
C -3.63 -0.04 0.95 0.003
H 0.66 -1.96 3.42 0.001
H 3.97 0.21 0.88 -0.001
H 2.63 -2.23 2.10 0.000
H 1.74 2.91 0.00 0.000
H -2.96 -2.71 -3.19 0.001
H 4.15 -0.20 -1.85 0.001
H -3.00 2.53 -0.18 -0.002
H -0.75 -1.55 -4.90 0.001
H -0.33 -0.65 2.93 -0.001
H -3.40 2.37 1.49 0.000
H 0.96 -0.24 3.96 0.000
H -1.55 3.80 1.00 0.000
H -4.42 0.23 0.24 0.000
H 3.66 -1.92 -1.74 0.001
H -1.10 2.63 2.23 -0.001
H -2.42 -1.17 -4.93 0.001
H -3.34 -1.07 0.78 -0.005
H -3.86 0.10 2.01 0.000
H -1.79 -3.67 -3.94 0.005
H 2.62 -0.73 -2.46 -0.004
H 1.37 3.00 1.68 0.000
H 0.72 4.20 0.41 -0.002
H 4.31 -1.47 0.67 0.000
H 3.19 -0.79 2.85 0.000
```

Relative energy (zero: lowest compared OMol25 entry of this formula, charge and spin), kcal per mole: 168.81
HOMO-LUMO gap (alpha / beta), hartree: 0.19268 / 0.18431
HOMO energy (alpha / beta), Eh: -0.2269 / -0.2119
2S+1: 6

***

[5]
A structure of composition C10H24N3NaO6S3, computed with ωB97M-V with the def2-TZVPD basis set.

Structure (XYZ):
```
47
Properties=species:S:1:pos:R:3:lowdin_charge:R:1
S -2.57 2.23 1.86 0.874
S -2.14 -1.91 -0.84 0.856
S 2.71 -1.69 -0.74 0.844
Na 0.25 0.65 0.18 0.263
O 1.25 3.17 -0.01 -0.083
O 1.77 -1.34 0.37 -0.546
O -1.55 -0.80 -0.05 -0.568
O 2.38 1.57 0.87 -0.066
O 3.39 3.04 -0.36 -0.010
O -1.31 1.49 1.61 -0.564
N -1.00 1.83 -2.03 0.176
N 2.36 2.60 0.17 -0.584
N -1.89 -2.43 2.98 0.138
C -2.44 3.73 0.89 -0.246
C 2.69 -3.50 -0.87 -0.238
C -3.79 1.41 0.83 -0.254
C 0.66 3.70 -2.71 -0.052
C -1.05 -1.66 3.19 -0.249
C -0.02 -0.66 3.44 -0.046
C 4.36 -1.57 -0.08 -0.258
C -1.14 -2.05 -2.33 -0.244
C -1.62 -3.44 -0.05 -0.256
C -0.28 2.66 -2.34 -0.252
H -1.63 -4.25 -0.77 0.052
H 3.41 -3.91 -0.16 0.051
H -3.42 4.11 0.59 0.059
H 1.52 3.22 -3.18 0.095
H -1.93 4.47 1.50 0.053
H 4.67 -0.52 -0.01 0.059
H -1.40 -2.96 -2.86 0.055
H -2.28 -3.59 0.81 0.022
H 1.68 -3.83 -0.68 0.038
H -0.49 0.32 3.51 0.067
H 0.46 -0.91 4.39 0.089
H -0.09 -2.04 -2.04 0.040
H -4.79 1.78 1.02 0.056
H -3.73 0.34 1.04 0.044
H 1.05 4.22 -1.84 0.068
H -3.51 1.57 -0.21 0.052
H -0.60 -3.29 0.33 0.046
H 3.00 -3.79 -1.88 0.054
H 0.70 -0.62 2.63 0.064
H 0.17 4.36 -3.44 0.083
H -1.88 3.53 -0.02 0.038
H 5.07 -2.10 -0.71 0.060
H 4.37 -1.96 0.94 0.070
H -1.37 -1.17 -2.93 0.046
```

HOMO-LUMO gap, hartree: 0.31079
HOMO energy, Eh: -0.3063
2S+1: 1

***

[6]
A structure of composition C10H25B3IO7P, computed with ωB97M-V with the def2-TZVPD basis set.

Structure (XYZ):
```
47
Properties=species:S:1:pos:R:3:lowdin_charge:R:1
I 5.45 2.28 -1.85 0.906
P -3.16 -1.73 -1.05 0.448
O -4.53 -1.42 -0.28 -0.162
O 3.89 4.12 1.36 0.269
O -3.69 -1.95 -2.55 -0.178
O -2.78 -0.17 -1.12 -0.188
O 2.67 2.38 0.36 0.240
O -1.90 -2.46 -0.85 -0.219
O 1.78 3.47 2.24 0.266
C 1.35 0.91 2.04 0.061
C 5.22 2.14 0.29 -0.590
C 6.40 2.83 2.47 -0.085
C -1.46 0.29 -0.82 -0.290
C -0.65 0.45 -2.09 -0.062
C -4.92 -4.05 -2.74 -0.073
C -3.69 -3.25 -3.14 -0.274
C -5.20 -2.40 0.55 -0.259
C -4.25 -3.28 1.33 -0.088
C 6.51 2.63 0.94 -0.328
B 2.57 4.44 1.63 -0.297
B 3.91 2.92 0.67 -0.725
B 1.92 2.28 1.55 -0.564
H -3.68 -3.09 -4.22 0.118
H 1.27 0.85 3.12 0.075
H 7.26 1.85 0.78 0.097
H -1.57 1.26 -0.33 0.117
H -4.88 -4.32 -1.69 0.061
H -3.64 -3.90 0.67 0.066
H 2.05 0.14 1.71 0.080
H -5.87 -3.00 -0.07 0.104
H -3.57 -2.67 1.93 0.087
H -0.97 -0.38 -0.12 0.093
H 5.51 2.38 2.91 0.078
H 2.07 5.47 1.31 0.126
H 0.39 0.68 1.57 0.058
H 6.50 3.88 2.71 0.077
H -1.06 1.24 -2.71 0.078
H -4.81 -3.94 2.00 0.082
H 5.06 1.08 0.48 0.088
H -2.78 -3.78 -2.87 0.111
H 6.91 3.52 0.47 0.091
H -5.83 -1.83 1.23 0.119
H -5.82 -3.47 -2.91 0.084
H 0.39 0.70 -1.85 0.075
H 7.25 2.33 2.95 0.071
H -0.66 -0.47 -2.68 0.077
H -4.98 -4.97 -3.32 0.080
```

HOMO-LUMO gap, hartree: 0.35769
HOMO energy, Eh: -0.3466
2S+1: 1

***

[7]
A cluster of 2 separate species, C10H25BF3NO6P in total, computed with ωB97M-V with the def2-TZVPD basis set.

Structure (XYZ):
```
47
Properties=species:S:1:pos:R:3:lowdin_charge:R:1
P -3.89 1.92 2.54 0.985
F 0.56 0.83 0.70 0.080
F -1.33 0.08 0.02 0.146
F -0.87 0.12 2.13 0.159
O -3.30 -1.37 1.29 0.175
O -2.03 2.61 -0.08 0.005
O 1.21 -3.34 -0.66 -0.153
O -3.97 0.88 1.22 -0.193
O -5.63 -0.87 1.47 0.190
O 3.60 1.77 -2.46 -0.157
N 2.43 -0.59 -0.96 0.079
C -1.34 2.25 1.09 -0.317
C 3.01 -1.91 -1.40 -0.073
C 4.87 1.33 -2.01 -0.081
C 1.76 0.25 -2.03 -0.082
C -3.61 0.76 3.93 -0.270
C 0.02 -2.62 -0.37 -0.077
C -0.79 0.81 0.99 -0.549
C 1.94 -2.91 -1.78 -0.201
C 2.75 0.80 -3.03 -0.201
C -2.13 2.55 2.36 -0.267
B -4.32 -0.47 1.34 -0.915
H 1.29 1.08 -1.50 0.130
H 3.57 -2.29 -0.54 0.147
H 5.18 0.41 -2.52 0.091
H -1.53 2.29 3.24 0.092
H -0.36 -2.10 -1.26 0.092
H 0.99 -0.35 -2.50 0.129
H 4.88 1.17 -0.93 0.085
H -2.71 1.94 -0.26 0.090
H 0.17 -1.90 0.44 0.072
H -3.51 -2.23 1.69 0.125
H 3.34 0.01 -3.52 0.123
H -0.43 2.86 1.11 0.158
H 3.16 -0.02 -0.54 0.157
H 1.29 -2.52 -2.57 0.125
H 2.45 -3.78 -2.19 0.142
H 1.75 -0.77 -0.22 0.132
H -0.74 -3.32 -0.04 0.104
H -6.27 -0.35 0.97 0.122
H 2.17 1.28 -3.82 0.143
H -3.29 1.39 4.77 0.053
H -4.55 0.27 4.22 0.051
H -2.25 3.64 2.36 0.087
H -2.82 0.02 3.75 0.043
H 5.59 2.11 -2.23 0.101
H 3.71 -1.71 -2.21 0.123
```

Net charge: +1
HOMO-LUMO gap, hartree: 0.31424
HOMO energy, Eh: -0.4059
2S+1: 1

***

[8]
A structure of composition C10H25ClN4O6Zr, computed with ωB97M-V with the def2-TZVPD basis set.

Structure (XYZ):
```
47
Properties=species:S:1:pos:R:3:lowdin_charge:R:1
Zr -0.03 -0.20 1.28 1.775
Cl 0.18 -1.60 3.49 -0.212
O -1.02 -1.98 0.30 -0.411
O 0.37 0.86 -0.68 -0.369
O -1.99 0.79 0.98 -0.143
O 1.81 -1.33 0.52 -0.132
O -1.11 1.29 2.76 -0.151
O 1.45 1.11 1.98 -0.160
N 3.33 2.34 2.44 0.191
N 1.63 2.79 3.48 0.194
N 2.29 -2.52 -1.42 0.206
N 3.85 -1.95 -0.15 0.165
C 2.09 2.06 2.53 -0.623
C 0.19 0.51 -3.12 -0.057
C -3.40 -2.42 -0.90 -0.045
C -1.93 -2.86 -0.35 -0.490
C -3.15 2.62 2.06 0.029
C -0.03 2.90 -2.03 -0.057
C -0.19 1.36 -1.85 -0.551
C -1.21 -3.64 -1.44 -0.091
C -2.11 1.48 2.01 -0.624
C 2.54 -2.02 -0.24 -0.619
H 1.02 2.42 4.20 0.147
H 4.31 -1.36 0.53 0.125
H 4.35 -2.36 -0.92 0.110
H 1.05 1.02 -3.56 0.060
H -3.93 -1.84 -0.15 0.055
H 0.94 3.28 -1.72 0.064
H -2.59 3.56 1.97 0.082
H 3.10 -2.72 -1.98 0.121
H -3.42 -1.88 -1.85 0.055
H -1.59 -4.66 -1.54 0.075
H 3.91 1.56 2.18 0.141
H -2.21 -3.65 0.35 0.111
H 3.64 3.28 2.66 0.134
H -3.87 2.53 1.24 0.081
H 0.33 -0.56 -2.97 0.051
H -0.07 3.15 -3.09 0.060
H -0.17 -3.83 -1.16 0.045
H -1.26 1.18 -1.89 0.105
H -4.08 -3.26 -1.05 0.056
H -1.18 -3.16 -2.42 0.071
H 2.10 3.68 3.56 0.125
H -0.64 0.56 -3.82 0.064
H -0.84 3.47 -1.56 0.063
H -3.75 2.77 2.96 0.076
H 1.33 -2.77 -1.61 0.094
```

Relative energy (zero: lowest compared OMol25 entry of this formula, charge and spin), kcal per mole: 89.66
HOMO-LUMO gap, hartree: 0.28348
HOMO energy, Eh: -0.2873
2S+1: 1